[1]
A molecular structure, C33H31N9O8PmSb. Source: OMol25; level of theory: ωB97M-V with the def2-TZVPD basis set.

Results
Charge   0
Spin multiplicity   5
Expectation value of S²   6.00
Energy above the lowest of the compared OMol25 structures with the same formula, charge and spin   0.4024 eV
Orbital gap (spin up / spin down)   8.128 / 8.142 eV
M   948.43 g/mol

Each line ends with the Löwdin spin population.
Atoms and positions in Å:
H -4.155 2.771 0.824  0.000
H -5.556 -2.519 0.884  0.000
O 0.679 -1.450 -2.810  -0.003
C -3.836 2.190 -0.030  0.000
C -2.429 -0.132 -3.287  0.000
C 1.571 -0.825 2.252  0.000
C -2.503 1.850 -0.179  0.000
H 2.570 5.839 1.278  0.000
C -3.463 -2.257 0.452  0.000
C 2.535 4.565 -0.446  0.000
H 0.495 4.800 2.218  0.000
C 3.488 -0.432 -4.188  0.000
H 2.523 -2.726 2.047  0.000
H -3.257 -0.510 -3.883  0.000
C 4.871 -0.324 -4.031  0.000
C -2.941 0.690 -2.139  0.001
H -2.117 -0.610 3.569  0.000
N -0.716 -4.527 -0.140  0.000
C 0.071 0.935 2.358  0.000
C 2.369 -1.818 1.464  0.000
H 3.341 -1.377 1.239  0.000
O 4.662 0.464 0.592  0.000
C 0.929 4.445 1.292  0.000
C 2.686 -0.225 -3.108  0.000
H -3.143 -3.188 -0.023  0.000
C 1.186 -0.347 -3.062  -0.002
C -3.866 -1.870 3.853  0.000
N -1.969 -2.299 2.371  0.000
C 5.425 -0.033 -2.813  0.000
H -4.467 -0.510 2.267  0.000
H 3.376 2.825 -2.467  0.000
C 1.738 -0.774 3.636  0.000
C -2.364 -1.613 1.251  0.000
C -4.299 0.962 -2.022  0.000
H 2.328 4.079 -3.109  0.000
H -1.831 -0.976 -2.945  0.000
C 2.071 5.028 0.764  0.000
H -4.519 -3.530 1.863  0.000
H -5.803 1.975 -0.876  0.000
O -2.042 -0.440 1.083  -0.001
H -4.044 -2.919 4.110  0.000
C 0.351 3.388 0.612  0.000
H -4.193 -1.274 4.710  0.000
N -0.306 -2.149 -0.442  -0.006
C -2.363 -1.665 3.640  0.000
N 5.294 0.485 -0.447  0.000
C 1.872 3.534 -1.112  0.000
C 2.342 3.179 -2.491  0.000
O 0.499 0.733 -3.004  0.002
H -5.766 -1.476 2.945  0.000
C 3.198 0.079 -1.803  0.000
N -1.273 -5.841 1.883  0.000
N 0.811 2.910 -0.562  -0.002
H -1.787 -2.097 4.457  0.000
H -4.986 0.558 -2.754  0.000
H 1.205 0.225 5.453  0.000
C -4.623 -2.524 1.447  0.000
Pm 0.147 0.118 -0.846  4.028
O 6.946 -0.442 -5.021  0.000
N -2.061 1.139 -1.224  -0.007
H 1.893 -2.072 0.528  0.000
H -1.781 0.472 -3.918  0.000
H 2.405 -1.483 4.110  0.000
C 4.611 0.158 -1.704  0.000
H 3.412 5.002 -0.907  0.000
H 1.714 2.425 -2.946  0.000
C -4.750 1.738 -0.973  0.001
Sb -1.320 2.432 1.574  0.000
N 0.743 0.033 1.627  -0.004
H -0.341 1.802 4.273  0.000
C 0.213 1.049 3.728  0.000
C -0.474 -3.297 -0.277  0.001
O 6.482 0.763 -0.506  0.000
C 1.071 0.171 4.380  0.000
O 5.219 -0.827 -6.246  0.000
N 5.745 -0.547 -5.183  0.000
H -2.209 -3.284 2.348  0.000
H 6.495 0.052 -2.702  0.000
H 3.083 -0.665 -5.164  0.000
C -0.992 -5.208 0.951  0.000
O 2.364 0.287 -0.833  -0.007
C -4.725 -1.516 2.621  0.000
H -3.763 -1.558 -0.327  0.000

=====

[2]
2 unconnected molecules or ions with the total composition C12H20O. Source: OMol25; level of theory: ωB97M-V with the def2-TZVPD basis set.

Results
Charge   0
Energy above the lowest of the compared OMol25 structures with the same formula, charge and spin   3.1780 eV
Orbital gap   8.962 eV
M   180.29 g/mol

Each line ends with the Mulliken charge.
Atoms and positions in Å:
H 2.419 -1.417 1.111  0.139
C -2.069 2.339 0.523  -0.916
C -4.924 1.677 1.108  -1.041
H -2.405 2.636 1.428  0.567
H -0.291 3.539 0.280  0.255
H 2.856 -3.240 2.310  0.276
H -3.111 -0.035 -1.702  0.337
C 3.248 -2.084 0.539  0.823
C -0.945 2.777 -0.175  -0.715
H 4.553 -3.129 2.046  0.353
H 3.716 -4.085 1.097  0.329
H 4.024 -0.509 -0.669  0.348
C -3.961 0.565 0.581  -0.455
H -4.475 -0.224 0.025  0.334
H 2.399 -1.551 -1.350  0.308
C -1.362 1.215 -2.038  -0.622
C 4.386 -1.158 0.133  -1.312
H -5.667 1.857 0.172  0.197
H -3.666 0.130 1.598  0.235
H -1.140 0.767 -2.947  0.492
C 2.541 -2.499 -0.770  -1.275
H 5.054 -1.725 -0.603  0.319
H -5.616 1.468 1.830  0.408
H 3.250 -3.362 -1.187  0.320
C 3.598 -3.096 1.491  -1.305
C -0.713 2.263 -1.479  0.832
H 1.123 3.077 -1.539  0.315
C -2.421 0.656 -1.310  -0.737
O 0.458 2.616 -2.145  -0.572
H -4.323 2.604 1.371  0.267
H 4.760 -0.581 1.015  0.354
H 1.473 -2.731 -0.645  0.322
C -2.768 1.239 -0.099  0.820

=====

[3]
A molecular structure, C25H37N8O3P2Zn. Source: OMol25; level of theory: ωB97M-V with the def2-TZVPD basis set.

Results
Charge   +1
Energy above the lowest of the compared OMol25 structures with the same formula, charge and spin   0.0000 eV
Orbital gap   5.933 eV
M   624.96 g/mol

Each line ends with the Mulliken charge.
Atoms and positions in Å:
H 0.014 -3.993 -1.226  0.284
H -2.996 -1.904 1.749  0.224
C 3.829 0.558 -4.149  -0.450
C 1.428 -0.686 -3.835  -0.362
O 0.449 -1.589 -0.549  -1.093
C -0.616 2.803 4.195  -0.806
H -3.756 0.674 0.905  0.220
C 0.610 3.315 3.792  -0.771
H 0.279 -3.622 2.488  0.348
C 3.002 0.584 1.601  0.328
H -4.501 -0.100 -2.222  0.308
C 4.868 0.312 3.130  -0.614
Zn 1.394 0.179 -0.687  -0.028
C 1.880 -0.431 -5.115  -0.953
H -3.538 -3.463 -1.887  0.367
C 3.304 0.253 -2.892  0.357
H 3.468 0.469 -6.256  0.415
H -0.859 3.395 -0.403  0.249
N 4.079 0.457 -1.761  -1.329
H -3.663 -2.016 -0.875  0.130
H -1.196 3.310 4.956  0.383
C 0.301 -2.559 2.235  -0.966
H -1.281 -4.854 -0.361  0.306
H -2.333 -0.983 -3.336  0.216
C -3.479 1.726 0.949  -1.107
H 0.982 4.234 4.228  0.413
H -2.038 1.229 3.928  0.453
C -1.085 1.636 3.613  -0.625
N -0.922 -2.153 1.548  0.514
H -3.281 1.988 1.989  0.300
C 3.094 0.233 -5.269  -0.288
H -1.026 0.219 -3.505  0.155
N 1.706 0.789 1.308  0.154
C -2.154 -2.311 2.308  -1.005
H 1.304 -0.758 -5.969  0.421
C -2.100 0.084 -3.433  -0.854
N -2.278 1.966 0.161  0.752
H 5.994 0.146 -0.075  0.479
H 0.409 -1.982 3.157  0.351
H 4.794 1.043 -4.210  0.462
H 5.236 0.214 4.144  0.423
P -0.933 -1.798 -0.049  0.764
H -1.580 3.646 1.194  0.260
H -1.386 -4.617 -2.112  0.418
H 2.311 3.069 2.514  0.541
H -4.320 2.333 0.601  0.418
H -4.435 1.425 -3.120  0.347
H -2.514 4.029 -0.273  0.305
C -3.201 -2.997 -0.960  -0.857
C -4.063 0.904 -2.238  -0.912
H 6.848 0.111 2.269  0.411
H 0.516 -1.245 -3.664  0.754
C -1.061 -4.158 -1.179  -1.052
C 5.339 0.254 0.780  -0.434
C -1.785 3.344 0.166  -0.971
P -1.686 0.921 -0.937  -0.066
C 5.794 0.222 2.057  -0.735
H -4.392 1.447 -1.358  0.257
C 1.366 2.654 2.842  0.008
N -2.605 0.853 -2.298  0.250
C 3.950 0.409 0.527  0.239
H -2.352 -3.361 2.539  0.315
H -2.563 0.462 -4.344  0.466
H -0.694 0.054 2.214  0.162
H 1.163 -2.360 1.604  0.154
H -3.542 -3.620 -0.126  0.296
C 0.917 1.453 2.271  -0.469
C -0.334 0.972 2.653  0.304
H -2.070 -1.761 3.249  0.321
N -1.748 -2.872 -1.012  0.347
C 3.533 0.492 2.923  -0.234
O -1.881 -0.503 -0.146  0.800
N 3.401 0.435 -0.692  1.472
O -0.261 1.158 -1.284  -1.162
H 2.855 0.549 3.762  0.500
N 2.094 -0.316 -2.743  0.023